Record 1
This record from the OMol25 dataset describes a cluster of 5 separate species, C22H22F33INO4S in total. The level of theory is wB97M-V/def2-TZVPD.

Last column: Löwdin charge in e.
Positions of all 84 atoms, in Å:
N: 5.218 4.000 6.469  0.0254
C: 4.354 4.792 5.619  -0.3272
C: 3.377 5.702 6.413  -0.4227
S: 1.983 6.169 5.425  0.6762
F: 1.256 7.144 6.422  -0.3310
I: 0.653 4.244 5.462  0.8651
H: 5.844 4.591 7.006  0.0876
H: 4.689 3.468 7.152  0.0827
H: 3.804 4.111 4.966  0.0783
H: 4.985 5.424 4.998  0.1276
H: 3.030 5.248 7.342  0.0969
H: 3.839 6.666 6.656  0.1105
C: 0.614 2.650 -0.604  -0.0332
C: 0.575 3.830 -1.581  -0.4379
C: 1.855 4.137 -2.365  -0.2972
F: 2.856 4.449 -1.510  0.0913
F: 1.628 5.202 -3.158  0.1123
F: 0.155 4.939 -0.927  0.1325
F: -0.360 3.531 -2.519  0.1203
O: 0.802 3.004 0.768  0.0536
C: 2.014 3.109 1.343  -0.5544
C: 2.280 4.524 1.883  -0.3095
F: 2.266 5.443 0.916  0.1292
F: 3.501 4.551 2.486  0.0718
F: 3.021 2.688 0.577  0.1810
F: 2.004 2.318 2.470  0.0900
H: -0.386 2.228 -0.631  0.1251
H: 1.303 1.865 -0.910  0.1292
H: 2.148 3.281 -2.977  0.1685
H: 1.532 4.772 2.640  0.0959
C: -0.040 -0.538 1.703  -0.0369
C: -1.145 -0.174 0.706  -0.4162
C: -2.399 -1.049 0.656  -0.3014
F: -2.077 -2.304 0.289  0.0923
F: -3.245 -0.541 -0.265  0.1090
F: -0.623 -0.058 -0.537  0.1195
F: -1.586 1.074 1.068  0.0986
O: 1.071 -1.229 1.181  0.0521
C: 1.120 -2.591 1.088  -0.5427
C: 1.329 -3.044 -0.367  -0.2880
F: 0.315 -2.597 -1.139  0.0957
F: 1.334 -4.390 -0.402  0.1154
F: 0.044 -3.176 1.635  0.1609
F: 2.205 -3.009 1.776  0.1524
H: 0.369 0.423 2.014  0.1294
H: -0.459 -1.022 2.587  0.1526
H: -2.902 -1.069 1.627  0.1788
H: 2.276 -2.656 -0.747  0.1562
C: 3.600 -2.292 -4.264  -0.0250
C: 3.212 -2.363 -5.746  -0.4455
C: 3.541 -1.150 -6.625  -0.3077
F: 2.871 -0.063 -6.186  0.0934
F: 3.150 -1.413 -7.886  0.1115
F: 1.910 -2.678 -5.871  0.1454
F: 3.950 -3.384 -6.270  0.1074
O: 2.564 -1.949 -3.358  0.0515
C: 2.279 -0.674 -3.011  -0.5396
C: 0.837 -0.280 -3.363  -0.2689
F: 0.619 -0.360 -4.681  0.1279
F: 0.664 1.016 -2.976  0.0791
F: 3.157 0.218 -3.502  0.1550
F: 2.354 -0.585 -1.650  0.1189
H: 3.861 -3.315 -4.000  0.1523
H: 4.489 -1.678 -4.116  0.1499
H: 4.614 -0.945 -6.616  0.1742
H: 0.130 -0.915 -2.826  0.1591
C: -5.027 -3.887 -0.353  -0.0396
C: -5.110 -4.290 1.124  -0.4328
C: -5.500 -5.735 1.451  -0.3086
F: -6.741 -6.002 1.009  0.1036
F: -5.480 -5.888 2.793  0.1007
F: -5.910 -3.435 1.796  0.1349
F: -3.846 -4.145 1.636  0.0882
O: -6.138 -3.193 -0.879  0.0541
C: -7.199 -3.833 -1.448  -0.5494
C: -8.517 -3.518 -0.724  -0.2881
F: -8.447 -3.909 0.563  0.1021
F: -9.512 -4.201 -1.327  0.1060
F: -7.003 -5.157 -1.548  0.1559
F: -7.340 -3.349 -2.705  0.1436
H: -4.214 -3.166 -0.401  0.1227
H: -4.736 -4.730 -0.981  0.1530
H: -4.790 -6.435 1.003  0.1745
H: -8.721 -2.447 -0.773  0.1749

Values from the calculation:
M = 1150.33 g mol⁻¹
Multiplicity = 1
Net charge = +1
Energy = -141455.971 eV
LUMO = -6.007 eV
Kohn-Sham gap = 6.88 eV


Record 2
This record from the OMol25 dataset describes a structure of composition C22H22F3N6O4Pd. The level of theory is wB97M-V/def2-TZVPD.

Last column: Löwdin charge in e.
Positions of all 58 atoms, in Å:
Pd: 0.010 0.492 -0.067  1.0665
O: 0.507 2.247 0.677  -0.2247
C: 0.004 3.365 0.217  -0.3535
C: 0.781 4.537 0.298  -0.0314
C: 0.298 5.753 -0.142  -0.1125
C: -0.984 5.858 -0.679  -0.1244
C: -1.760 4.718 -0.760  -0.0653
C: -1.293 3.470 -0.338  -0.1551
C: -2.212 2.346 -0.371  -0.0840
N: -1.925 1.112 -0.170  -0.1101
N: -3.003 0.265 -0.123  0.0361
C: -2.825 -0.806 0.660  -0.5240
O: -1.863 -1.061 1.404  -0.0430
C: -3.992 -1.758 0.639  -0.1452
C: -3.794 -3.051 1.110  -0.0338
C: -4.838 -3.965 1.111  -0.0955
C: -6.095 -3.588 0.657  -0.1175
C: -6.300 -2.293 0.198  -0.1048
C: -5.253 -1.383 0.185  -0.0441
H: 1.774 4.460 0.724  0.1035
H: 0.928 6.632 -0.067  0.0932
H: -1.369 6.812 -1.011  0.0869
H: -2.769 4.777 -1.154  0.1049
H: -3.266 2.562 -0.524  0.1234
H: -2.809 -3.317 1.473  0.1142
H: -4.669 -4.974 1.467  0.0933
H: -6.912 -4.300 0.662  0.0883
H: -7.281 -1.992 -0.152  0.0899
H: -5.392 -0.376 -0.181  0.0968
C: 3.000 1.281 -0.163  -0.1684
N: 4.415 0.997 0.046  -0.0872
C: 4.577 0.455 1.398  -0.1760
N: 3.802 -0.768 1.600  -0.0841
C: 2.391 -0.469 1.376  -0.1522
N: 2.155 0.064 0.002  -0.1578
C: 2.652 -0.950 -0.971  -0.1558
N: 4.064 -1.252 -0.766  -0.0824
C: 4.838 -0.025 -0.909  -0.1840
C: 4.228 -1.752 0.602  -0.1632
H: 2.843 1.671 -1.170  0.1339
H: 2.665 2.021 0.556  0.1016
H: 4.253 1.206 2.121  0.1265
H: 5.635 0.237 1.564  0.1204
H: 2.057 0.289 2.086  0.1288
H: 1.788 -1.370 1.488  0.1190
H: 2.495 -0.559 -1.977  0.1362
H: 2.086 -1.862 -0.835  0.0951
H: 4.709 0.361 -1.922  0.1239
H: 5.896 -0.247 -0.749  0.1206
H: 5.282 -1.989 0.766  0.1212
H: 3.633 -2.659 0.721  0.1327
F: -1.890 -3.857 -1.549  0.1433
C: -0.662 -3.437 -1.904  -0.5349
F: -0.752 -2.956 -3.154  0.1335
F: 0.126 -4.527 -1.963  0.1272
C: -0.117 -2.395 -0.881  -0.5906
O: -0.327 -1.204 -1.250  -0.1001
O: 0.459 -2.843 0.098  0.0446

Values from the calculation:
M = 597.87 g mol⁻¹
Multiplicity = 1
Net charge = -1
Energy = -51936.674 eV
LUMO = 2.641 eV
Kohn-Sham gap = 7.10 eV
ΔE to the lowest compared entry with this formula, charge and spin = 41.4 kJ/mol


Record 3
This record from the OMol25 dataset describes a structure of composition C22H22F4MnN7S2. The level of theory is wB97M-V/def2-TZVPD.

Last column: Löwdin charge in e.
Positions of all 58 atoms, in Å:
Mn: 0.058 -0.365 -0.214  0.8335
C: 2.557 -1.843 0.412  -0.0659
N: 1.877 -1.373 -0.811  -0.3048
C: 2.884 -0.714 -1.653  -0.0641
C: 1.330 -2.541 -1.549  -0.1759
C: 0.247 -3.237 -0.743  -0.2141
N: -0.600 -2.186 -0.222  -0.0861
C: -1.808 -2.423 0.353  -0.1727
C: -2.589 -1.317 0.707  -0.1187
F: -2.057 -0.071 0.421  0.0274
C: -3.833 -1.397 1.287  -0.2240
F: -4.490 -0.268 1.567  0.1048
C: -4.394 -2.626 1.573  0.0704
C: -3.647 -3.744 1.248  -0.2148
F: -4.134 -4.958 1.514  0.1102
C: -2.397 -3.662 0.662  -0.1380
F: -1.731 -4.803 0.403  0.0872
H: 3.292 -2.616 0.163  0.1094
H: 1.838 -2.250 1.120  0.0846
H: 3.084 -1.009 0.871  0.0663
H: 3.725 -1.389 -1.844  0.1065
H: 3.257 0.179 -1.153  0.0874
H: 2.448 -0.436 -2.609  0.0698
H: 2.142 -3.232 -1.805  0.1335
H: 0.906 -2.156 -2.480  0.1161
H: 0.690 -3.856 0.046  0.1174
H: -0.287 -3.922 -1.405  0.1279
H: -5.367 -2.710 2.031  0.1392
N: 1.626 -0.682 3.674  0.1292
C: 1.836 0.277 2.748  -0.6920
N: 0.999 0.520 1.770  0.0745
C: 1.498 1.510 0.954  -0.4680
C: 2.710 2.010 1.262  -0.3131
S: 3.293 1.211 2.690  1.0877
C: 0.934 1.906 -1.438  -0.4394
C: 1.768 2.734 -2.094  -0.2972
S: 1.761 2.315 -3.776  1.0958
C: 0.605 1.066 -3.448  -0.6920
N: 0.264 0.965 -2.189  0.0569
N: 0.151 0.228 -4.409  0.1208
H: 0.693 -1.055 3.742  0.1196
H: 2.199 -0.732 4.498  0.1079
H: 3.256 2.804 0.785  0.0848
H: 2.348 3.554 -1.707  0.0862
H: 0.267 0.469 -5.379  0.1055
H: -0.655 -0.331 -4.181  0.1150
N: 0.589 1.862 -0.068  -0.0273
C: -0.514 2.721 0.343  -0.1906
C: -1.656 2.791 -0.447  -0.0292
C: -2.705 3.608 -0.060  -0.0582
C: -2.627 4.347 1.112  -0.0714
C: -1.487 4.269 1.894  -0.0606
C: -0.424 3.462 1.511  -0.0096
H: -1.730 2.206 -1.353  0.1060
H: -3.594 3.658 -0.674  0.1125
H: -3.453 4.977 1.412  0.1100
H: -1.415 4.842 2.808  0.1113
H: 0.462 3.415 2.129  0.1126

Values from the calculation:
M = 579.53 g mol⁻¹
Multiplicity = 4
Net charge = +1
Energy = -97456.940 eV
LUMO (spin up / spin down) = -2.105 / -2.067 eV
Kohn-Sham gap (spin up / spin down) = 7.84 / 8.15 eV
⟨S²⟩ = 3.77
ΔE to the lowest compared entry with this formula, charge and spin = 1.5 kJ/mol


Record 4
This record from the OMol25 dataset describes an isolated molecule of C22H22FN5O. The level of theory is wB97M-V/def2-TZVPD.

Last column: Löwdin charge in e.
Positions of all 51 atoms, in Å:
C: -1.492 6.992 -4.052  -0.0893
O: -1.891 6.542 -2.780  -0.0837
C: -1.328 5.411 -2.281  -0.2806
C: -1.771 5.013 -1.016  0.0067
C: -1.264 3.884 -0.419  -0.0055
C: -0.297 3.117 -1.068  -0.1873
N: 0.198 1.976 -0.429  -0.0865
C: 1.198 1.149 -0.820  0.0115
C: 1.325 0.166 0.133  -0.1337
C: 2.334 -0.934 0.128  -0.1815
N: 1.695 -2.223 -0.092  -0.0971
C: 2.617 -3.342 -0.161  -0.2220
C: 1.848 -4.663 0.002  -0.1217
C: 0.744 -4.778 -0.987  -0.2877
C: 0.686 -5.263 -2.266  -0.1211
N: -0.560 -5.091 -2.783  0.0458
C: -1.255 -4.510 -1.847  -0.2133
N: -0.514 -4.293 -0.734  0.1011
C: 0.328 0.483 1.097  -0.1816
C: -0.023 -0.195 2.336  -0.1475
C: -0.647 0.517 3.361  -0.0330
C: -1.000 -0.111 4.540  -0.0731
C: -0.744 -1.461 4.724  -0.0171
C: -0.134 -2.153 3.695  -0.2650
F: 0.106 -3.480 3.846  0.0438
C: 0.233 -1.553 2.508  0.0448
N: -0.322 1.578 0.729  0.1492
C: 0.143 3.505 -2.327  -0.0129
C: -0.366 4.643 -2.929  -0.0192
H: -0.424 7.233 -4.077  0.0954
H: -2.068 7.897 -4.238  0.0931
H: -1.717 6.254 -4.828  0.0957
H: -2.519 5.614 -0.524  0.1199
H: -1.603 3.568 0.554  0.1052
H: 1.762 1.304 -1.717  0.1208
H: 2.835 -0.979 1.102  0.1282
H: 3.097 -0.710 -0.638  0.1238
H: 1.137 -2.186 -0.941  0.1233
H: 3.330 -3.242 0.662  0.1182
H: 3.186 -3.360 -1.105  0.1216
H: 1.433 -4.706 1.012  0.1122
H: 2.544 -5.494 -0.124  0.1169
H: 1.460 -5.730 -2.841  0.1000
H: -2.286 -4.233 -1.931  0.1105
H: -0.805 -3.855 0.125  0.1520
H: -0.848 1.566 3.212  0.1060
H: -1.479 0.451 5.328  0.1052
H: -1.013 -1.971 5.635  0.1145
H: 0.694 -2.129 1.720  0.0886
H: 0.882 2.928 -2.858  0.1029
H: -0.003 4.916 -3.907  0.1033

Values from the calculation:
M = 391.45 g mol⁻¹
Multiplicity = 1
Energy = -35386.267 eV
LUMO = 0.645 eV
Kohn-Sham gap = 8.60 eV
ΔE to the lowest compared entry with this formula, charge and spin = 0.0 kJ/mol


Record 5
This record from the OMol25 dataset describes a structure of composition C22H22IrN4O4SSe2. The level of theory is wB97M-V/def2-TZVPD.

Last column: Löwdin charge in e.
Positions of all 56 atoms, in Å:
Ir: -1.340 1.275 1.985  0.6417
C: 1.060 -5.019 -7.581  -0.0759
O: 0.635 -3.830 -6.942  -0.0696
C: 1.412 -3.328 -5.955  -0.2734
C: 2.667 -3.833 -5.608  -0.0166
C: 3.377 -3.239 -4.587  -0.0100
C: 2.859 -2.136 -3.881  -0.3021
C: 1.596 -1.623 -4.263  0.0003
C: 0.892 -2.217 -5.278  0.0139
N: 3.643 -1.651 -2.879  0.0860
N: 3.182 -0.585 -2.221  0.0954
C: 2.304 -0.687 -1.290  -0.2235
C: 1.722 -1.954 -0.850  0.0397
C: 0.732 -2.011 0.051  0.0401
C: 0.189 -0.794 0.631  -0.3387
O: -0.725 -0.800 1.469  -0.0969
C: 0.780 0.489 0.236  -0.1680
N: 0.219 1.583 0.799  -0.1082
C: 0.737 2.781 0.502  -0.0939
C: 1.805 2.914 -0.368  -0.0052
C: 2.363 1.804 -0.971  0.0277
C: 1.838 0.555 -0.660  -0.0764
H: 0.240 -5.319 -8.228  0.0940
H: 1.258 -5.809 -6.852  0.0958
H: 1.954 -4.844 -8.185  0.0972
H: 3.095 -4.674 -6.133  0.1045
H: 4.354 -3.608 -4.306  0.1148
H: 1.171 -0.765 -3.761  0.1043
H: -0.075 -1.837 -5.578  0.1270
H: 2.121 -2.854 -1.297  0.1209
H: 0.277 -2.937 0.376  0.1305
H: 0.273 3.630 0.982  0.0457
H: 2.183 3.905 -0.575  0.1177
H: 3.184 1.886 -1.668  0.1210
O: -3.119 0.877 3.209  -0.2809
C: -3.107 1.071 4.647  -0.2025
C: -2.418 2.379 5.046  -0.5671
C: -3.001 2.730 6.440  -0.2332
O: -2.411 3.868 7.026  -0.0452
C: -2.787 3.534 4.110  -0.5074
Se: -1.970 3.554 2.332  0.6245
C: -0.879 2.248 5.187  -0.5505
Se: -0.083 0.889 4.040  0.6202
H: -3.508 0.018 3.006  0.1091
H: -2.606 0.224 5.114  0.1075
H: -4.153 1.085 4.963  0.1365
H: -2.902 1.859 7.104  0.1332
H: -4.065 2.963 6.349  0.1306
H: -1.478 3.688 7.178  0.0833
H: -2.485 4.459 4.600  0.0661
H: -3.868 3.567 3.968  0.0693
H: -0.603 1.935 6.199  0.0589
H: -0.425 3.221 5.000  0.0607
S: -2.928 1.046 0.187  0.5490
C: -1.958 0.386 -1.021  -0.8105
N: -1.227 -0.066 -1.800  0.0885

Values from the calculation:
M = 788.65 g mol⁻¹
Multiplicity = 2
Energy = -181687.035 eV
LUMO (spin up / spin down) = -1.733 / -1.709 eV
Kohn-Sham gap (spin up / spin down) = 5.30 / 5.32 eV
⟨S²⟩ = 0.79
ΔE to the lowest compared entry with this formula, charge and spin = 0.0 kJ/mol


Record 6
This record from the OMol25 dataset describes a structure of composition C22H22LiN7O6S5. The level of theory is wB97M-V/def2-TZVPD.

Last column: Löwdin charge in e.
Positions of all 63 atoms, in Å:
Li: 0.839 0.264 -2.060  0.4918
O: 2.106 3.020 -5.156  0.0397
C: 2.811 3.869 -4.392  -0.2799
C: 3.449 4.946 -5.013  -0.0365
C: 4.187 5.846 -4.269  -0.1199
C: 4.307 5.690 -2.891  -0.1186
C: 3.674 4.623 -2.274  -0.0375
C: 2.922 3.703 -3.000  -0.0738
C: 2.236 2.557 -2.322  -0.4538
O: 1.581 1.733 -3.059  -0.1357
N: 2.365 2.496 -1.022  0.0113
N: 1.673 1.408 -0.497  -0.1184
C: 1.867 1.237 0.747  -0.9005
S: 0.975 0.033 1.659  0.9449
C: 2.247 -0.107 2.932  -0.5140
C: 2.702 1.306 3.250  -0.5412
S: 3.029 2.180 1.689  0.8980
H: 1.755 2.333 -4.506  0.0631
H: 3.345 5.048 -6.086  0.1045
H: 4.677 6.676 -4.766  0.0879
H: 4.887 6.392 -2.306  0.0849
H: 3.746 4.471 -1.205  0.1026
H: 3.057 -0.719 2.537  0.0467
H: 1.801 -0.606 3.791  0.0754
H: 3.631 1.300 3.822  0.0667
H: 1.937 1.843 3.812  0.0649
S: -0.676 -4.295 0.079  0.4864
C: 0.802 -3.440 0.419  -0.8303
C: 1.285 -3.585 1.767  -0.3481
N: 1.650 -3.721 2.855  0.1176
C: 1.532 -2.641 -0.423  -0.8431
S: 1.127 -2.187 -2.059  0.4420
C: 2.786 -2.140 0.069  -0.3517
N: 3.798 -1.735 0.450  0.1468
C: -3.662 -5.215 3.071  -0.1175
C: -3.293 -3.797 2.662  -0.3188
S: -4.659 -3.036 1.824  0.6322
O: -4.900 -3.746 0.589  -0.3213
O: -5.758 -2.882 2.756  -0.3461
C: -4.072 -1.399 1.415  -0.2066
C: -2.618 -1.418 0.964  -0.1733
N: -2.248 -0.289 0.118  0.0618
C: -1.917 -0.417 -1.189  -0.3356
N: -1.341 0.686 -1.660  0.0880
C: -1.324 1.576 -0.635  -0.0644
C: -1.888 1.004 0.468  -0.2037
N: -2.066 1.585 1.746  -0.3521
O: -1.721 2.746 1.884  0.0665
O: -2.573 0.910 2.634  0.0468
C: -2.230 -1.623 -1.991  -0.0429
H: -2.801 -5.672 3.557  0.0778
H: -3.905 -5.808 2.189  0.0772
H: -4.510 -5.229 3.754  0.0686
H: -2.437 -3.807 1.974  0.0172
H: -3.070 -3.161 3.521  0.1120
H: -4.231 -0.762 2.280  0.0888
H: -4.737 -1.090 0.605  0.1135
H: -2.392 -2.317 0.386  0.0485
H: -1.946 -1.429 1.819  0.1218
H: -0.898 2.561 -0.719  0.1258
H: -3.295 -1.860 -1.916  0.0897
H: -1.649 -2.487 -1.653  -0.0082
H: -1.965 -1.420 -3.025  0.0820

Values from the calculation:
M = 647.74 g mol⁻¹
Multiplicity = 1
Net charge = -2
Energy = -100270.028 eV
LUMO = 3.839 eV
Kohn-Sham gap = 5.18 eV
ΔE to the lowest compared entry with this formula, charge and spin = 0.0 kJ/mol